Entry 1:
Formula: C42H69N3P3SiV
Source: the Open Molecules 2025 dataset
Level of theory: ωB97M-V/def2-TZVPD

XYZ file:
```
119
Properties=species:S:1:pos:R:3
V -0.319 0.502 -0.445
C -2.492 -4.537 2.776
C -2.454 -3.156 2.127
C -3.225 -2.148 2.977
P -0.791 -2.407 1.571
C 0.168 -3.978 1.165
C -0.404 -4.752 -0.020
C 1.621 -3.629 0.877
C 0.139 -1.959 3.085
C -0.054 -2.571 4.318
C 0.706 -2.216 5.418
C 1.667 -1.230 5.287
C 1.841 -0.600 4.066
C 1.091 -0.944 2.946
Si 1.311 -0.001 1.276
C 2.015 1.686 1.921
C 3.309 1.884 2.393
C 3.728 3.121 2.852
C 2.850 4.192 2.855
C 1.565 4.024 2.375
C 1.152 2.782 1.901
P -0.508 2.453 1.227
C -1.485 2.325 2.841
C -1.378 0.910 3.392
C -1.045 3.278 3.951
C -1.158 4.079 0.480
C -1.786 5.147 1.372
C -0.088 4.703 -0.417
C 2.971 -0.689 0.605
C 3.898 -1.277 1.455
C 5.137 -1.689 1.005
C 5.464 -1.512 -0.327
C 4.551 -0.941 -1.195
C 3.300 -0.518 -0.740
P 2.024 0.262 -1.813
C 2.787 1.943 -2.218
C 4.141 1.943 -2.921
C 2.897 2.736 -0.924
C 2.419 -0.645 -3.434
C 1.833 -0.048 -4.713
C 2.122 -2.139 -3.340
H -3.530 -4.856 2.861
H -2.073 -4.538 3.776
H -1.965 -5.277 2.183
H -2.988 -3.253 1.168
H -2.731 -1.986 3.932
H -4.235 -2.510 3.170
H -3.305 -1.185 2.475
H 0.134 -4.599 2.065
H -0.174 -4.251 -0.958
H -1.479 -4.895 0.049
H 0.060 -5.736 -0.058
H 1.694 -2.898 0.073
H 2.166 -4.520 0.577
H 2.102 -3.213 1.755
H -0.803 -3.333 4.443
H 0.539 -2.701 6.366
H 2.267 -0.940 6.138
H 2.561 0.201 4.000
H 4.014 1.064 2.381
H 4.737 3.251 3.216
H 3.163 5.157 3.224
H 0.891 4.865 2.398
H -2.531 2.529 2.574
H -0.393 0.757 3.823
H -1.520 0.159 2.616
H -2.110 0.751 4.181
H -0.017 3.073 4.239
H -1.674 3.113 4.825
H -1.120 4.324 3.682
H -1.968 3.722 -0.172
H -1.046 5.660 1.978
H -2.554 4.734 2.020
H -2.260 5.895 0.735
H 0.738 5.088 0.175
H -0.514 5.532 -0.982
H 0.316 3.970 -1.115
H 3.636 -1.428 2.491
H 5.839 -2.148 1.685
H 6.427 -1.828 -0.698
H 4.851 -0.842 -2.226
H 2.052 2.446 -2.865
H 4.881 1.418 -2.322
H 4.478 2.973 -3.030
H 4.102 1.505 -3.914
H 3.669 2.315 -0.284
H 1.956 2.702 -0.378
H 3.151 3.775 -1.125
H 3.504 -0.540 -3.514
H 1.896 1.038 -4.723
H 0.798 -0.338 -4.870
H 2.397 -0.416 -5.569
H 2.450 -2.540 -2.382
H 2.658 -2.669 -4.126
H 1.065 -2.364 -3.472
C -3.522 1.297 -0.552
C -3.116 1.835 -1.938
N -1.671 1.740 -2.120
C -1.223 1.131 -3.364
C -1.517 -0.371 -3.345
N -1.096 -0.956 -2.070
C -2.090 -1.881 -1.538
C -3.272 -1.092 -0.963
N -2.786 0.080 -0.230
H -3.281 2.043 0.209
H -4.612 1.144 -0.543
H -3.628 1.258 -2.710
H -3.484 2.864 -2.030
H -1.242 2.654 -2.019
H -1.682 1.581 -4.261
H -0.139 1.273 -3.412
H -2.588 -0.531 -3.491
H -1.026 -0.854 -4.199
H -0.218 -1.455 -2.201
H -2.447 -2.583 -2.309
H -1.622 -2.451 -0.734
H -3.927 -0.765 -1.771
H -3.870 -1.755 -0.330
H -2.852 -0.102 0.768
```

As for the total charge: +1. As for the multiplicity: 2. The expectation value of S² is 0.76. The calculation puts the HOMO-LUMO gap (alpha / beta) at 7.83 / 7.13 eV.

Mulliken population analysis, charges in e, atoms 1 to 8:
1. V 2.91
2. C -1.70
3. C 0.88
4. C -1.23
5. P 1.29
6. C 0.27
7. C -1.71
8. C -1.34

Entry 2:
Formula: C3H9NO
Source: the Open Molecules 2025 dataset
Level of theory: ωB97M-V/def2-TZVPD

XYZ file:
```
14
Properties=species:S:1:pos:R:3
C -1.577 1.575 -1.012
C -1.459 0.641 0.104
C -0.290 -0.034 0.425
N -0.173 -1.027 1.265
H -2.328 1.208 -1.708
H -1.917 2.571 -0.711
H -0.663 1.778 -1.571
H -2.421 0.262 0.439
H 0.639 0.483 0.174
H 0.741 -1.476 1.311
H -0.786 -1.157 2.064
H 3.643 -2.142 0.293
H 3.537 -1.155 -0.910
O 3.052 -1.526 -0.164
```

As for the total charge: +1. As for the multiplicity: 2. The expectation value of S² is 0.76. The calculation puts the HOMO-LUMO gap (alpha / beta) at 10.90 / 8.09 eV. Its relative energy (zero: lowest compared OMol25 entry of this formula, charge and spin) is 0.4 kJ/mol.

Mulliken population analysis, charges in e, atoms 1 to 8:
1. C -1.04
2. C -0.09
3. C 0.16
4. N -0.26
5. H 0.32
6. H 0.35
7. H 0.34
8. H 0.33

Entry 3:
Formula: C4H10F12Li3N6O26S12
Source: the Open Molecules 2025 dataset
Level of theory: ωB97M-V/def2-TZVPD

XYZ file:
```
73
Properties=species:S:1:pos:R:3
Li -0.604 -4.237 -3.498
Li -5.600 2.369 -5.460
Li 3.073 -2.166 0.024
N -4.018 -4.216 -5.785
S -5.659 -4.464 -5.149
O -6.570 -5.425 -5.869
O -6.218 -3.374 -4.422
F -5.171 -5.404 -3.968
S -4.500 -3.359 -7.009
O -5.157 -2.093 -6.765
O -4.957 -4.159 -8.147
F -3.061 -2.797 -7.542
N 10.797 5.880 -0.422
S 9.265 5.230 -0.791
O 9.001 3.814 -0.893
O 8.452 6.089 -1.621
F 8.695 5.530 0.700
S 11.326 5.414 -1.772
O 11.003 6.204 -2.942
O 11.641 3.977 -1.939
F 12.787 5.958 -1.613
N 5.272 -1.017 2.972
S 5.558 -2.135 4.292
O 4.302 -2.657 4.766
O 6.701 -2.052 5.149
F 6.074 -3.297 3.345
S 4.736 0.124 3.845
O 5.754 0.803 4.628
O 3.420 -0.083 4.422
F 4.518 1.209 2.627
N 0.068 -0.669 -2.170
S -1.139 0.175 -1.684
O -2.197 0.422 -2.631
O -0.837 1.079 -0.552
F -1.697 -1.131 -0.874
S 0.779 0.680 -3.034
O 2.134 0.851 -2.652
O -0.009 1.777 -3.582
F 1.009 -0.202 -4.365
N 9.149 -3.133 -2.429
S 8.159 -3.544 -3.525
O 6.805 -3.706 -2.931
O 8.657 -4.413 -4.518
F 7.990 -2.222 -4.385
S 9.522 -4.823 -1.890
O 10.805 -5.426 -2.319
O 8.378 -5.670 -1.681
F 9.933 -4.347 -0.415
N -8.605 3.221 -2.580
S -9.872 2.434 -2.124
O -11.113 3.206 -2.124
O -9.664 1.425 -1.052
F -9.913 1.517 -3.482
S -8.341 4.021 -1.068
O -7.035 3.639 -0.437
O -9.471 4.337 -0.185
F -8.097 5.481 -1.714
C -3.467 1.394 7.785
O -4.469 0.668 7.228
C -4.524 0.825 5.832
C -5.905 0.409 5.225
O -6.433 -0.633 6.086
C -7.674 -1.181 5.790
H -3.669 2.438 7.547
H -2.471 1.143 7.420
H -3.340 1.208 8.852
H -3.715 0.164 5.520
H -4.338 1.838 5.474
H -5.614 -0.061 4.286
H -6.680 1.172 5.155
H -7.542 -1.636 4.808
H -8.456 -0.423 5.752
H -7.962 -1.972 6.482
```

As for the total charge: -3. As for the multiplicity: 1. The calculation puts the HOMO-LUMO gap at 4.18 eV.

Mulliken population analysis, charges in e, atoms 1 to 8:
1. Li 0.98
2. Li 1.00
3. Li 0.98
4. N -0.33
5. S 1.04
6. O -0.56
7. O -0.49
8. F -0.26